Entry 1:
Formula: C10H20N2O3S2
Source: the OMol25 dataset
Level of theory: wB97M-V/def2-TZVPD

Values from the calculation:
- Relative energy (zero: lowest compared OMol25 entry of this formula, charge and spin): 863.0 kJ/mol
- E: -41479.631 eV
- Net charge: 0
- M: 280.4 g/mol

```
37
Properties=species:S:1:pos:R:3:mulliken_charge:R:1
C 0.75 -2.59 -1.71 -0.52
O 2.56 1.25 1.04 -0.62
H -3.61 4.16 1.94 0.18
H 1.62 -2.17 0.23 0.25
N -0.55 -2.32 0.72 -0.66
H 0.11 -0.22 1.56 0.33
H -0.60 -6.12 -3.19 0.25
H -1.41 -2.32 0.33 0.22
H 2.52 3.01 1.23 0.31
O 1.39 0.41 -1.01 -0.72
H 1.28 -1.84 -2.39 0.28
C 1.42 -3.85 -1.68 -0.44
H -0.14 4.22 1.74 0.28
H -1.33 -4.26 -2.58 0.20
H -0.44 -3.39 0.74 0.34
H -1.96 -5.94 -1.44 0.28
C 1.55 1.97 0.80 0.42
H -3.94 3.05 0.48 0.32
H -1.69 3.53 2.83 0.38
C 0.82 -0.39 -0.22 0.08
S 0.59 -5.31 -1.09 -0.09
N 0.05 0.25 0.62 -0.02
H 2.32 -4.16 -2.65 0.31
H -1.72 1.62 1.09 0.17
H -0.13 -2.33 -2.39 0.39
O 1.66 3.40 0.78 -0.47
C 0.62 -1.99 -0.23 0.05
C -3.63 3.99 0.73 -0.75
C -1.00 -5.43 -2.13 -0.68
H -4.52 4.61 0.23 0.29
C 0.07 1.66 0.51 0.29
S -1.93 4.54 0.42 -0.08
C -1.10 3.60 1.77 -0.83
H 2.16 -3.74 -0.75 0.22
H -0.59 1.90 2.47 0.49
H 0.01 2.00 -0.64 0.28
C -0.80 2.17 1.51 -0.71
```



Entry 2:
Formula: C3H11N3
Source: the OMol25 dataset
Level of theory: wB97M-V/def2-TZVPD

Values from the calculation:
- Relative energy (zero: lowest compared OMol25 entry of this formula, charge and spin): 528.0 kJ/mol
- E: -7754.612 eV
- Net charge: 0
- M: 89.1 g/mol

```
17
Properties=species:S:1:pos:R:3:mulliken_charge:R:1
H -1.01 0.23 -1.08 0.23
H -2.36 1.12 1.40 0.26
H 2.13 0.04 -0.19 0.09
N -2.05 1.24 0.36 -0.73
N 1.45 0.99 -0.25 -0.67
H 0.17 0.38 1.09 0.43
H 1.39 -1.63 1.01 0.31
H 2.03 1.62 -0.83 0.19
C 0.59 -1.35 0.17 -0.69
H -1.38 2.01 0.41 0.26
C 1.42 -0.56 -0.86 -0.37
H 0.77 -0.36 -1.77 0.33
C -1.35 -0.01 -0.08 -0.30
H -2.14 -0.80 -0.16 0.37
H 2.30 -1.27 -1.16 0.37
H 0.17 -2.26 -0.26 0.36
N -0.26 -0.45 0.78 -0.44
```



Entry 3:
Formula: C22H64N4O11
Source: the OMol25 dataset
Level of theory: wB97M-V/def2-TZVPD

Values from the calculation:
- Relative energy (zero: lowest compared OMol25 entry of this formula, charge and spin): 0.0 kJ/mol
- E: -52331.099 eV
- SMILES string: COC[C@H](C)N.COC[C@H](C)N.COC[C@H](C)N.COC[C@H](C)N.OCCO.OCCO.OCCO.O
- Net charge: 0
- M: 560.8 g/mol

```
101
Properties=species:S:1:pos:R:3:mulliken_charge:R:1
H -2.81 -0.31 3.19 0.18
C -2.87 -1.92 1.67 0.04
H -0.47 -0.53 -3.30 0.07
N -0.17 0.97 2.78 0.21
C -2.96 -1.06 0.41 1.12
H 1.93 -1.38 -3.85 0.28
H -0.30 1.51 6.18 0.49
C 2.69 -1.85 3.97 -0.95
H -3.17 -0.26 -2.05 -0.01
N 4.16 2.56 3.20 -0.63
H -4.42 -1.09 2.81 0.34
C 4.11 2.80 1.73 0.41
H 0.54 1.48 -1.03 0.10
H 3.91 0.24 -4.34 0.30
C -1.32 3.21 -0.96 -0.75
O -0.14 1.16 -0.42 0.45
H 1.02 1.89 4.29 -0.06
C -0.82 2.25 0.14 -0.57
H -0.70 -4.89 -0.55 0.35
H -5.88 -1.62 -5.13 0.27
H -2.65 -1.65 -0.45 -0.16
H -0.36 -2.23 -1.57 0.28
H -1.73 -3.81 -1.65 0.13
O 4.80 -0.36 -2.58 -0.58
C -0.76 1.32 5.24 -1.83
H -4.73 -2.10 -1.07 0.16
C -3.01 -1.58 -3.71 -1.07
H 2.02 -2.66 3.88 0.33
H 2.91 4.49 1.74 0.34
O 1.30 -4.89 -2.67 -0.59
H 3.09 0.90 1.48 0.20
H 2.06 2.27 1.27 -0.34
H 5.15 2.51 1.30 0.20
H -0.55 3.69 -2.69 0.32
O -4.30 -0.59 0.22 -0.47
C -3.34 -1.26 3.00 -1.34
H 0.90 -0.59 0.58 0.00
H -2.14 0.55 -4.78 0.44
C 3.93 -0.64 -3.67 -0.71
H -2.08 2.67 -1.52 0.29
H 1.50 -0.16 5.58 0.42
O 2.02 -0.60 3.61 0.05
C 3.89 4.23 1.31 -0.65
C 1.04 -0.23 4.56 -0.91
C -5.22 -1.57 -0.24 -0.60
H 4.69 3.29 3.65 0.34
H 1.12 -1.88 -0.22 0.59
H 5.34 6.98 2.37 0.27
H 3.07 -1.85 4.99 0.33
H -1.54 1.83 0.81 0.47
O 4.86 5.05 1.92 -0.32
C 4.85 6.43 1.58 -0.71
H 1.69 -4.08 -2.32 0.33
N -1.38 -2.20 1.78 -0.09
H 5.39 6.71 0.60 0.23
H 2.12 -0.37 -1.35 0.39
O -0.05 -2.98 -0.97 -0.65
H 4.37 -1.47 -4.20 0.35
H -2.32 -0.18 0.48 -0.89
C 2.64 -1.03 -3.05 0.00
H -4.38 -2.09 -6.01 0.30
H -2.35 -1.73 -4.55 0.61
H -5.42 -2.30 0.54 0.32
H 2.86 -1.87 -2.37 0.12
H 3.79 6.84 1.54 0.29
H -1.43 2.14 4.94 0.41
C 0.31 1.07 4.12 0.80
H -0.82 -0.06 -1.77 0.14
C -0.72 -4.16 -1.38 -0.37
H -6.10 -1.07 -0.64 0.32
H 3.22 2.73 3.60 0.10
O -0.26 3.47 -1.79 -0.53
H -1.93 1.65 -3.43 0.36
H 3.49 -1.89 3.27 0.23
C 3.07 1.91 1.06 -0.48
H 4.53 0.45 -2.13 0.31
H 3.18 1.92 -0.02 0.45
C -4.90 -2.09 -5.02 -0.85
O 1.59 -1.22 0.28 -0.70
H -3.50 1.39 -4.08 0.29
H -0.46 -5.77 -2.86 0.39
O 2.16 0.02 -2.24 -0.40
H -1.16 -2.77 2.61 0.25
C -2.53 -0.37 -2.93 1.00
H -0.35 -4.05 -3.57 0.14
H -0.13 2.79 0.79 0.17
N -1.13 -0.68 -2.51 0.17
C -2.57 0.86 -3.83 -1.67
H -0.71 0.06 2.75 -0.14
C -0.12 -4.73 -2.73 -0.37
H -1.50 0.54 5.43 0.36
H 3.91 4.36 0.21 0.36
O -4.33 -1.27 -4.07 -0.34
H -5.02 -3.10 -4.66 0.32
H 0.65 0.73 2.18 -0.39
H 0.27 -1.02 4.70 0.39
H -2.92 -2.52 -3.15 0.21
H -0.90 -2.53 0.97 -0.14
H -3.14 -2.06 3.72 0.45
H -1.73 4.14 -0.49 0.33
H -3.46 -2.81 1.51 0.60
```



Entry 4:
Formula: C6H16N3
Source: the OMol25 dataset
Level of theory: wB97M-V/def2-TZVPD

Values from the calculation:
- Relative energy (zero: lowest compared OMol25 entry of this formula, charge and spin): 467.2 kJ/mol
- E: -10940.007 eV
- Net charge: +1
- M: 130.2 g/mol

```
25
Properties=species:S:1:pos:R:3:mulliken_charge:R:1
H -0.82 0.71 -0.57 0.41
H -0.38 -1.59 -2.44 0.35
C 0.58 0.28 2.34 -0.79
H 1.16 -1.89 2.38 0.33
C -0.05 -0.55 -2.57 -1.06
H -0.86 -0.10 -2.92 0.41
H -2.69 0.89 -0.06 0.35
C 0.33 -1.29 2.55 -0.69
H -1.76 -1.19 0.17 0.37
C -0.22 -0.53 1.40 0.66
C 1.44 1.03 -1.32 -0.99
H -1.36 1.75 0.66 0.38
H -2.41 -0.54 1.82 0.40
H 0.21 0.90 3.14 0.33
H 0.70 -0.57 -3.28 0.39
H 1.17 1.97 -2.04 0.29
H 2.30 0.46 -1.59 0.42
H 1.59 -1.24 -0.32 0.24
H -0.56 -1.45 3.22 0.23
H 1.53 0.67 2.08 0.26
H 1.47 1.43 -0.34 0.33
N 0.36 0.04 -1.27 0.12
N 0.58 -1.12 -0.36 -0.70
C -1.65 -0.46 0.90 -0.75
N -1.67 0.84 0.18 -0.27
```



Entry 5:
Formula: C14H23BClO
Source: the OMol25 dataset
Level of theory: wB97M-V/def2-TZVPD

Values from the calculation:
- E: -30139.140 eV
- Net charge: -1
- M: 253.6 g/mol

```
40
Properties=species:S:1:pos:R:3:mulliken_charge:R:1
C 1.08 2.95 0.25 -0.81
H 2.51 -0.99 -1.83 0.31
C -0.18 -1.31 -1.31 -0.92
C 0.50 1.32 -1.66 -0.13
H 3.81 0.70 2.48 0.29
H 3.21 -1.51 2.35 0.43
H -5.40 -0.75 -0.78 0.35
C -4.50 0.13 0.96 -0.36
H 0.46 -2.05 -1.80 0.33
C 1.27 2.56 -1.22 -0.77
H -3.33 0.85 2.61 0.36
H -0.30 -2.16 0.67 0.25
C -2.21 -0.49 1.36 0.09
H 2.33 2.35 -1.39 0.30
C -3.37 -1.38 -0.53 -0.19
H 0.46 0.21 0.39 -0.45
H 3.02 0.41 -0.92 0.19
H 3.82 -1.81 0.02 0.44
C 2.87 -0.77 1.61 -0.28
H -3.38 -2.00 -1.42 0.34
Cl -1.30 1.78 -1.66 -0.29
H 2.14 -2.25 0.28 0.22
C -3.34 0.22 1.73 -0.78
C -0.96 -2.05 -0.20 -0.98
C 2.35 -0.45 -0.88 -0.81
H 1.12 4.04 0.38 0.35
H -0.91 -0.98 -2.06 0.40
B 0.75 -0.04 -0.78 0.43
H 1.86 -0.44 1.90 0.13
H -5.39 0.69 1.24 0.36
H -1.30 -0.40 1.95 0.23
C -4.50 -0.68 -0.17 -0.62
O 3.76 0.35 1.59 -0.57
C 2.83 -1.39 0.23 -0.71
C -2.20 -1.31 0.24 0.32
H 1.01 3.40 -1.86 0.45
H 0.12 2.60 0.63 0.16
H 0.69 1.17 -2.72 0.39
H -1.25 -3.05 -0.54 0.44
H 1.86 2.51 0.88 0.11
```



Entry 6:
Formula: C4H5N3
Source: the OMol25 dataset
Level of theory: wB97M-V/def2-TZVPD

Values from the calculation:
- Relative energy (zero: lowest compared OMol25 entry of this formula, charge and spin): 458.7 kJ/mol
- E: -8695.058 eV
- Net charge: 0
- M: 95.1 g/mol

```
12
Properties=species:S:1:pos:R:3:mulliken_charge:R:1
C -2.23 0.09 0.06 -0.61
H -2.91 -0.74 0.53 0.28
C 1.50 -1.17 -0.10 -0.24
C 1.86 0.88 0.03 0.02
H -2.29 1.01 0.74 0.27
H 1.96 -2.32 0.26 0.28
H -2.58 0.65 -0.96 0.24
H 2.41 1.91 0.05 0.32
C 0.25 -0.31 -0.10 0.72
N 2.45 -0.34 -0.04 -0.39
N 0.55 1.07 -0.20 -0.42
N -0.97 -0.73 -0.26 -0.47
```



Entry 7:
Formula: C38H103N9O10
Source: the OMol25 dataset
Level of theory: wB97M-V/def2-TZVPD

Values from the calculation:
- Relative energy (zero: lowest compared OMol25 entry of this formula, charge and spin): 730.1 kJ/mol
- E: -74949.267 eV
- SMILES string: COC[C@H](C)N.COC[C@H](C)N.COC[C@H](C)N.COC[C@H](C)N.COC[C@H](C)N.COC[C@H](C)N.COC[C@H](C)N.COC[C@H](C)N.COCCNCCOC
- Net charge: 0
- M: 846.3 g/mol

```
160
Properties=species:S:1:pos:R:3:mulliken_charge:R:1
C 4.54 0.09 -3.06 -1.30
H -8.18 0.48 -9.99 0.37
H 4.35 4.31 8.87 0.20
H -4.63 2.02 -10.84 0.34
H 0.47 -0.54 1.64 0.26
C 2.68 -8.17 -2.57 0.32
H -1.50 8.06 -3.75 0.36
H -1.64 6.61 -6.03 0.33
C -0.10 1.65 0.38 -1.32
C 5.57 2.95 8.21 -1.40
H -6.44 5.06 3.30 0.40
C 7.76 -3.15 7.58 -0.60
O -7.14 0.17 -8.09 -0.34
C 2.20 5.78 7.50 -0.70
H -5.38 -6.04 -3.28 0.37
H 5.72 -6.89 -0.74 0.26
H 1.31 6.39 7.64 0.29
H -5.46 2.71 4.02 0.19
C -6.41 1.03 -10.36 0.22
N -7.84 1.18 -10.62 -0.80
H 0.01 10.04 -3.90 0.25
O -0.63 8.40 -5.62 -0.31
O 2.04 4.44 7.16 -0.33
H -8.02 2.09 -10.21 0.29
C 3.05 -3.31 8.59 -0.49
H -7.44 -0.32 -6.18 0.27
H 2.77 -1.79 7.17 0.26
H -6.16 0.04 -10.73 0.34
C -0.95 0.33 0.38 0.55
H 7.08 -2.97 10.68 0.31
H 0.50 7.80 -2.21 0.32
C -3.50 1.52 -0.42 -0.64
C 5.19 -3.14 9.61 -0.51
O 7.62 -3.46 8.99 -0.35
H 0.37 1.82 -0.59 0.32
H 4.60 -2.59 10.34 0.37
O 4.92 -7.15 -2.53 -0.35
H -2.68 8.13 -6.07 0.29
H -7.12 -4.75 -7.57 0.30
C 6.69 -2.70 9.70 -0.62
C -8.85 4.94 3.89 -0.79
C -6.77 0.34 -6.74 -0.71
H 3.22 2.87 6.33 0.35
H 5.50 1.66 -1.81 0.23
H 5.75 -8.57 -1.09 0.36
H 6.80 -2.91 7.12 0.28
C 4.08 -8.13 -3.14 -0.67
H -4.79 -7.62 -3.81 0.41
C 3.34 3.79 6.91 -0.69
H -6.43 5.41 5.01 0.26
O -7.83 4.03 4.41 -0.32
H -0.42 9.16 -1.81 0.28
H -1.58 0.41 1.26 0.19
N 2.08 -6.86 -2.81 -0.77
N -0.10 -0.74 0.83 -0.70
H 1.88 -5.11 5.09 0.23
H 1.55 -8.85 -4.41 0.31
H 2.72 -6.20 -2.38 0.29
H 4.49 -9.11 -2.88 0.35
C 5.85 -7.59 -1.56 -0.74
H 2.34 8.34 -4.21 0.31
H 6.12 1.84 -3.97 0.27
H 6.86 -7.52 -1.94 0.26
C 1.72 9.23 -4.31 -1.45
H 6.02 -0.36 1.84 0.22
H 6.78 -1.62 9.57 0.34
H -5.70 1.71 -12.26 0.34
N 3.47 2.45 8.97 -0.58
H 1.26 -2.82 7.71 0.45
H 5.67 1.95 7.79 0.29
H 0.73 -3.96 5.84 0.31
C -5.65 2.02 -11.21 -1.33
H -5.76 0.00 -6.54 0.29
H 4.65 -0.74 -3.76 0.34
H -6.74 -5.77 -5.69 0.36
C -4.64 -6.13 -5.41 0.67
H 2.20 -6.53 -3.76 0.25
H -3.47 3.63 4.64 0.28
H -0.08 7.05 -4.16 0.37
O 2.62 -3.56 6.33 -0.36
H 6.59 -1.14 -2.01 0.29
C -6.53 4.60 4.29 -0.68
H 1.54 -5.16 6.85 0.28
O -2.71 0.92 -1.36 -0.37
H -6.60 2.19 -8.50 0.38
H -0.74 2.52 0.54 0.27
H 7.49 -0.89 0.94 0.32
H -4.21 2.11 -1.00 0.28
C 5.78 0.74 -2.32 0.55
H -1.57 7.68 -7.31 0.28
H -6.95 1.37 -6.43 0.31
H 5.27 -4.22 9.76 0.33
H 1.70 9.35 -5.40 0.34
C -5.25 3.13 6.01 -1.58
H 0.62 1.79 1.18 0.40
C -6.27 -5.16 -8.11 -0.59
H -4.95 3.90 6.72 0.34
H 2.82 5.85 8.39 0.26
H -9.71 4.53 4.41 0.29
H -3.79 -4.34 -4.50 0.20
H -6.12 2.56 6.33 0.36
H 2.44 -10.14 -3.53 0.36
H 3.87 -0.35 -2.32 0.29
H 3.97 4.27 6.17 0.38
H -9.11 4.83 2.83 0.30
H 2.79 -4.37 8.57 0.22
C 2.31 -2.74 7.43 -0.69
N -4.35 -4.70 -5.26 -0.62
H 2.78 6.31 6.75 0.31
H -8.86 5.99 4.18 0.33
H -3.99 0.81 0.24 0.33
C -5.95 -6.39 -6.11 -0.74
O -5.91 -6.40 -7.50 -0.36
H 7.13 0.73 0.87 0.35
N -4.18 4.22 4.24 -0.74
H -2.45 -0.89 -0.61 0.39
H -5.28 1.02 -8.65 0.31
H -6.50 -5.35 -9.16 0.25
C -6.34 1.18 -8.82 -0.60
C 0.44 9.08 -3.62 0.40
H -5.44 -4.46 -8.02 0.21
N 0.44 8.81 -2.21 -0.68
H 7.64 -0.04 -1.32 0.48
H 2.53 2.81 9.07 0.32
H -6.18 -7.41 -5.81 0.26
H -6.00 3.04 -11.05 0.31
C -4.64 -6.55 -3.90 -1.45
H 2.64 -8.25 -1.48 0.35
N 6.64 1.16 -3.42 -0.72
C -1.70 7.68 -6.23 -0.82
H 3.95 0.83 -3.59 0.40
H -4.49 2.35 6.06 0.43
H 0.61 -0.94 0.14 0.23
H 4.80 -3.91 7.75 0.26
H -3.95 5.01 4.83 0.27
H 4.01 -7.86 -4.20 0.34
H 6.90 0.38 -3.99 0.26
H 8.16 -4.04 7.10 0.23
N 4.48 -3.13 8.31 -0.29
H 6.22 3.09 9.08 0.30
H 8.46 -2.32 7.47 0.25
H -1.26 -0.30 -1.70 0.35
H -2.89 2.19 0.17 0.17
C -1.87 0.00 -0.85 -0.71
C 6.62 -0.23 0.94 -0.78
C -5.41 3.63 4.59 0.66
C 4.12 3.42 8.29 0.39
H 3.37 1.58 8.48 0.21
H 2.74 -2.71 9.45 0.48
H -3.89 -4.31 -6.07 0.18
H 0.98 -9.52 -2.86 0.34
H -3.63 -6.34 -3.53 0.38
O 5.82 -0.50 -0.19 -0.30
C 6.57 -0.21 -1.43 -0.88
H 2.32 10.07 -3.98 0.32
C 1.86 -9.22 -3.43 -1.26
C -0.55 8.02 -4.30 -0.60
C 1.66 -4.51 5.98 -0.69
H -3.91 -6.63 -6.04 0.18
H 6.01 3.58 7.44 0.39
```



Entry 8:
Formula: C4H7NO2
Source: the OMol25 dataset
Level of theory: wB97M-V/def2-TZVPD

Values from the calculation:
- Relative energy (zero: lowest compared OMol25 entry of this formula, charge and spin): 29.6 kJ/mol
- E: -9846.973 eV
- SMILES string: C[C@H]1CNC(=O)O1
- Net charge: 0
- M: 101.1 g/mol

```
14
Properties=species:S:1:pos:R:3:mulliken_charge:R:1
H 2.32 0.08 -1.18 0.35
C 1.55 -0.64 -0.91 -1.39
N -1.52 0.36 0.89 -0.30
O 0.61 1.02 0.61 -0.35
C -0.57 1.33 1.21 0.45
O -0.72 2.30 1.91 -0.55
C -0.83 -0.70 0.16 -0.62
H -0.09 0.68 -1.29 0.21
H -2.33 0.76 0.43 0.28
H 1.31 -1.25 -1.79 0.38
H -1.48 -1.20 -0.56 0.36
H -0.46 -1.44 0.88 0.27
H 1.94 -1.30 -0.12 0.33
C 0.31 0.09 -0.46 0.56
```



Entry 9:
Formula: C29H23B2CsF4N9O8Se
Source: the OMol25 dataset
Level of theory: wB97M-V/def2-TZVPD

Values from the calculation:
- Relative energy (zero: lowest compared OMol25 entry of this formula, charge and spin): 0.0 kJ/mol
- E: -138359.110 eV
- Net charge: -1
- M: 935.0 g/mol

```
77
Properties=species:S:1:pos:R:3:mulliken_charge:R:1
H -1.44 5.22 1.22 0.26
C 4.28 -3.68 2.75 0.13
Cs -0.02 0.46 -0.10 1.00
C -5.53 -2.51 3.55 -0.46
O -2.98 3.53 -1.11 -0.40
H -3.69 -1.76 4.44 0.43
H -5.85 -3.67 0.39 0.42
C 2.95 -4.77 0.87 -0.44
C 4.28 -0.17 3.98 -0.60
H -2.77 3.47 -4.58 0.40
H 1.17 2.72 -5.10 0.37
C -6.12 -3.07 2.42 -0.45
C 4.59 -2.60 3.49 -0.88
C -5.37 -3.24 1.26 -0.37
C 1.40 4.06 0.59 -1.45
C 3.67 1.01 3.69 -0.99
H 3.38 -5.73 1.08 0.50
C -2.04 -1.92 2.06 0.16
H 0.01 1.86 -6.16 0.56
H 4.97 -0.25 4.79 0.45
C 1.39 -3.36 -0.22 -0.33
C -4.04 -2.81 1.23 0.16
H 0.53 -3.23 -0.88 0.39
C -0.90 4.14 -0.55 0.69
O -3.56 1.88 -3.02 -0.50
N 1.80 -2.32 0.43 0.18
H 1.56 5.13 0.72 0.33
N 5.05 -4.92 3.13 0.93
H -7.13 -3.40 2.47 0.41
O 2.18 2.58 -1.41 -0.08
C 0.68 1.76 -5.32 -1.96
N -1.85 -2.12 0.68 0.11
H -1.52 3.77 -3.33 0.14
C -2.98 -2.63 0.15 0.07
H -0.70 6.23 -0.01 0.41
N 0.96 3.14 -1.63 -0.03
N -2.42 1.18 -3.26 -0.11
C -1.75 3.23 -4.26 -1.38
H -2.36 5.70 -0.20 0.41
C 3.98 -1.34 3.23 0.79
H 1.66 -5.46 -0.68 0.44
C -1.48 -1.56 -3.52 0.42
C -3.46 -2.30 2.38 0.12
O 1.75 0.71 -3.17 -0.50
H -1.01 3.55 -5.00 0.49
N 2.52 -0.04 1.85 0.30
Se -2.74 -0.62 -2.55 0.52
H 2.38 3.57 0.49 0.40
N -1.66 3.24 -1.07 0.03
C 0.55 3.78 -0.60 -0.07
O 4.53 -5.99 2.84 -0.60
H 3.90 1.91 4.27 0.40
C -0.11 1.34 -4.13 0.08
N 0.41 0.90 -3.07 0.31
C -4.19 -2.18 3.55 -0.35
O -1.25 -1.44 2.86 -0.70
C 1.99 -4.61 -0.09 -0.89
H 2.32 1.95 2.33 0.10
C 2.82 1.02 2.59 0.16
F 3.52 0.74 -1.66 -0.33
O -3.22 -2.90 -1.05 -0.79
C 3.32 -3.67 1.66 0.69
F -3.64 1.24 -0.80 -0.22
C -1.38 5.40 0.15 -1.62
C 2.74 -2.42 1.39 -0.07
B -3.82 2.38 -1.57 0.69
F 3.50 2.24 -3.37 -0.31
H 5.30 -2.69 4.29 0.49
F -5.08 2.87 -1.67 -0.34
H 1.46 1.04 -5.52 0.38
C 3.09 -1.23 2.14 -0.57
B 2.73 1.58 -2.41 0.36
O 6.14 -4.82 3.65 -0.58
C -1.51 1.81 -3.91 1.22
H 0.92 3.70 1.50 0.33
N -0.73 -2.25 -4.05 -0.57
H -6.11 -2.38 4.46 0.36
```



Entry 10:
Formula: C3H6N2S2
Source: the OMol25 dataset
Level of theory: wB97M-V/def2-TZVPD

Values from the calculation:
- Relative energy (zero: lowest compared OMol25 entry of this formula, charge and spin): 158.9 kJ/mol
- E: -27857.450 eV
- SMILES string: [H]/N=C(\N)C(=S)SC
- Net charge: 0
- M: 134.2 g/mol

```
13
Properties=species:S:1:pos:R:3:mulliken_charge:R:1
H 2.53 0.38 -1.05 0.26
C 0.66 -1.18 0.20 0.08
H -3.07 -1.03 -0.39 0.36
C -2.13 -0.53 -0.30 -0.80
H 0.50 1.87 1.49 0.20
H -1.91 -0.06 -1.32 0.28
S 1.89 -2.19 0.25 -0.25
C 0.83 0.30 0.27 0.46
H 1.88 1.82 -0.38 0.25
S -0.98 -1.68 0.25 -0.02
N 0.20 0.88 1.32 -0.65
H -2.08 0.51 0.35 0.26
N 1.68 0.91 -0.68 -0.44
```